Model one:
24
Properties=species:S:1:pos:R:3 method="wB97M-V/def2-TZVPD" gap_ev=9.70 smiles="C=C(C)CCCC.O" mol_weight_g_mol=116.2
C 1.1523 1.8867 -2.8256
C 0.6997 0.4742 -2.7409
C -0.1413 0.0815 -1.5326
C 0.4518 0.5928 -0.1739
C -1.8893 1.1258 0.7334
C -0.7727 0.4077 0.9437
C -0.3510 -0.4885 2.0504
H 2.1491 2.0834 -3.1479
H 0.6634 2.3705 -3.6810
H 1.1799 2.2120 -1.7170
H 0.0354 0.0729 -3.6030
H 1.5487 -0.1583 -2.6713
H -1.1046 0.5458 -1.6339
H -0.3802 -0.9846 -1.2189
H 0.5241 1.5956 -0.2160
H 1.2593 -0.1360 0.1020
H -2.9306 1.0668 1.1472
H -1.8469 1.9146 0.0360
H -0.3473 0.1734 2.9195
H 0.4865 -0.8842 1.7806
H -1.0858 -1.2760 2.1817
H -0.1254 -3.6471 4.8774
H 0.3110 -4.9616 4.1490
O 0.5139 -4.0672 4.2411


Model two:
24
Properties=species:S:1:pos:R:3 method="wB97M-V/def2-TZVPD" gap_ev=11.04 smiles="CC(C)C(C)C.C=O" mol_weight_g_mol=116.2
C -2.9517 -0.4317 -0.0368
O -2.5146 -1.5523 0.0911
H -0.4953 -1.4247 0.1814
H -3.2546 -0.0257 -1.0170
H -3.2502 0.1830 0.8296
H -1.2290 0.5596 -0.1484
C 0.3955 1.4964 -1.1832
C 1.3613 -1.1099 1.1927
C 0.0961 1.4348 1.2859
C 1.0586 -1.2673 -1.2720
C -0.1051 0.6538 -0.0120
C 0.4148 -0.7975 0.0334
H 1.4763 1.6201 -1.1342
H 0.1421 1.0531 -2.1426
H 0.8967 -0.9331 2.1585
H 2.2710 -0.5095 1.1247
H 1.6503 -2.1587 1.1496
H -0.3803 2.4110 1.2073
H 1.1540 1.5906 1.4824
H -0.3450 0.9164 2.1335
H 1.3164 -2.3214 -1.1903
H 0.3774 -1.1613 -2.1122
H 1.9697 -0.7124 -1.4835
H -0.0540 2.4867 -1.1380


Model three:
24
Properties=species:S:1:pos:R:3 method="wB97M-V/def2-TZVPD" gap_ev=10.14 smiles="C=C(C)CCCC.O" mol_weight_g_mol=116.2
C 0.4443 0.7183 -3.2996
C -1.0014 0.4696 -2.8562
C -1.2372 0.5902 -1.3283
C 0.0020 0.3705 -0.4133
C -1.5665 0.0299 1.5515
C -0.3715 -0.0155 1.0008
C 0.8053 -0.5431 1.7905
H 1.0551 1.3342 -2.6429
H 0.9617 -0.1972 -3.5754
H 0.5043 1.4360 -4.1290
H -1.7256 1.0360 -3.4262
H -1.1876 -0.5966 -3.0126
H -1.5349 1.6248 -1.0950
H -2.1710 0.0892 -1.0992
H 0.5502 1.3040 -0.2878
H 0.4789 -0.4345 -0.9713
H -1.9201 -0.3077 2.5133
H -2.3908 0.5868 1.0970
H 1.4194 -1.3351 1.3458
H 0.3927 -0.9610 2.7138
H 1.5579 0.2019 2.0484
H 1.6115 -2.1485 4.7979
H 3.0313 -1.7750 4.3652
O 2.2921 -1.4774 4.9127


Which of them is most stable? Easy: model two.